Record 1
Below is an isolated molecule of C5H8O2, with properties calculated with wB97M-V/def2-TZVPD.

XYZ file:
```
15
Properties=species:S:1:pos:R:3:forces:R:3
C 1.47011 -0.85991 -0.76395 -0.1 0.0 -0.1
C 0.16744 -0.31781 -0.24304 -1.0 -1.1 -1.0
O -0.92229 -1.39170 -0.64003 1.2 0.6 -1.4
C -0.26642 -0.10469 1.19739 -0.9 -0.9 0.1
C -0.72790 1.35740 0.93624 0.0 -0.1 -0.1
C -0.33918 1.11601 -0.52937 -0.1 0.2 -0.6
O -0.37329 1.76762 -1.53587 0.0 -0.2 0.5
H 1.63106 -1.86222 -0.35444 0.0 0.1 -0.1
H 1.39531 -0.93348 -1.85040 0.1 0.0 0.1
H 2.33857 -0.24055 -0.51289 -0.3 0.0 0.1
H -1.69102 -1.04004 -1.12235 0.6 0.3 0.0
H -1.08015 -0.87480 0.85362 0.4 1.4 3.2
H 0.34033 -0.36825 2.07055 -0.1 0.1 -0.4
H -1.78897 1.56158 1.12540 0.2 0.0 -0.2
H -0.15361 2.19083 1.36914 0.0 -0.4 0.0
```
Forces are in eV/Å.

- Orbital gap: 10.5 eV
- Molar mass: 100.1 g mol⁻¹
- Highest occupied orbital energy: -0.360 hartree
- Multiplicity: 1
- Relative energy (zero: lowest compared OMol25 entry of this formula, charge and spin): 62.1 kcal per mole
- LUMO energy: 0.730 eV
- F_max: 3.55 eV Å⁻¹
- SMILES string: C[C@@]1(O)CCC1=O
- E_tot: -9407.13760 eV
- Net charge: 0

Atomic partial charges in e from the Löwdin method, atoms 1 to 6: number 1, C, carries -0.01; number 2, C, carries -0.39; number 3, O, carries -0.08; number 4, C, carries -0.11; number 5, C, carries -0.06; number 6, C, carries -0.33

=====

Record 2
Below is C20H40NP3SSeSn as an isolated structure, with properties calculated with wB97M-V/def2-TZVPD.

XYZ file:
```
67
Properties=species:S:1:pos:R:3:forces:R:3
Sn 0.68571 -0.17964 0.13178 0.3 -1.8 1.1
P 3.27635 -0.20281 -0.13760 1.8 0.2 -0.3
P 0.30498 1.24962 2.31094 -0.2 1.3 1.4
P -0.05806 -2.21516 -1.37707 -0.6 -1.4 -1.1
H -3.71446 1.17906 0.69331 -0.5 -0.2 -0.1
C -4.01311 0.18229 0.35350 0.5 -0.6 0.2
C -4.15191 -0.83803 1.21225 -0.1 0.3 -0.2
H -4.10968 -0.68507 2.29721 0.1 -0.1 -0.4
C 3.93460 1.02457 -1.31179 -0.6 0.2 -0.1
C 4.16147 0.16184 1.40973 -0.4 0.0 0.5
C 3.94846 -1.78722 -0.72948 -0.5 -0.4 0.0
C -1.37869 1.43824 2.96239 -0.6 -0.6 -0.4
C 1.23672 0.65746 3.75936 0.3 -0.8 -0.4
C 0.86975 2.97187 2.09404 0.3 -0.1 -0.9
C -1.82739 -2.61711 -1.38303 -0.3 0.5 0.6
C 0.73046 -3.81028 -0.98539 0.5 0.3 0.8
C 0.33205 -1.97110 -3.14131 0.5 0.9 0.1
H -4.17075 0.03634 -0.72124 0.0 0.1 0.4
H -4.43686 -1.83617 0.85984 0.0 0.4 0.2
H 5.03724 0.96705 -1.29888 -0.4 -0.1 0.1
H 3.61840 2.03410 -1.02022 0.2 -0.2 -0.1
H 3.56679 0.81856 -2.32420 0.1 0.0 0.2
H 5.24110 0.21968 1.18829 -0.4 -0.1 0.0
H 3.98931 -0.61933 2.16572 0.2 0.2 -0.2
H 3.83523 1.12995 1.82193 0.2 -0.3 -0.2
H 5.04009 -1.68184 -0.85112 -0.4 0.1 0.1
H 3.51007 -2.04972 -1.70512 0.2 0.1 0.3
H 3.74150 -2.60209 -0.01904 0.2 0.2 -0.2
H -1.45847 2.44141 3.40238 0.1 -0.2 -0.2
H -1.56098 0.68775 3.74422 0.1 0.2 -0.3
H -2.13714 1.31757 2.17972 0.1 0.1 0.2
H 1.39605 1.51031 4.43529 -0.1 -0.1 -0.3
H 2.20889 0.23394 3.47426 -0.2 0.2 0.2
H 0.65750 -0.11929 4.27518 0.2 0.2 -0.1
H 0.53203 3.56705 2.95818 0.1 -0.3 -0.2
H 0.44799 3.39262 1.16853 0.1 0.0 0.4
H 1.96815 3.00574 2.03533 -0.3 0.1 0.0
H -2.05451 -3.10725 -2.33893 0.1 0.1 0.2
H -2.44596 -1.71818 -1.27487 0.0 -0.2 -0.1
H -2.06550 -3.30239 -0.55864 0.1 0.2 -0.2
H 0.43029 -4.53626 -1.75699 0.0 0.3 0.1
H 0.40648 -4.17173 -0.00010 0.0 0.1 -0.3
H 1.82606 -3.72063 -0.98209 -0.3 -0.1 -0.1
H -0.20919 -2.72515 -3.73576 0.1 0.2 0.3
H 1.41425 -2.08242 -3.30975 -0.3 0.0 0.0
H 0.02013 -0.96455 -3.45986 0.1 -0.3 -0.1
C -1.54609 2.76626 -2.58733 -1.0 1.0 -1.3
C -2.85260 2.79657 -2.10407 0.0 -0.3 0.7
C -3.81642 3.60922 -2.73174 0.6 0.0 -0.2
C -3.47805 4.36271 -3.86151 0.5 -0.2 0.0
C -2.18461 4.26284 -4.40121 -0.4 -0.2 0.7
C -1.22751 3.45982 -3.76268 1.0 -0.3 0.0
Se 0.03255 1.93894 -1.56885 -1.6 -0.1 0.4
H -0.92161 0.95789 -0.76018 0.2 1.1 -0.7
H -3.13738 2.21135 -1.23285 0.0 0.2 -0.1
H -4.83013 3.66268 -2.32789 0.4 -0.1 0.0
H -4.20740 5.02969 -4.32450 0.2 -0.3 0.1
H -1.91973 4.82200 -5.30148 0.0 -0.2 0.3
H -0.21875 3.40816 -4.17571 -0.3 0.1 0.0
S 1.26050 -3.96781 3.56860 -0.9 0.6 -0.4
C -0.45469 -3.65276 3.49688 0.6 0.8 -0.7
C -0.70838 -2.62753 2.61491 0.6 -0.3 0.1
N 0.43041 -2.11232 1.99638 0.8 0.2 -0.2
C 1.53842 -2.72955 2.42375 -1.0 -0.2 0.2
H -1.19305 -4.19587 4.07211 0.2 -0.1 0.1
H -1.68326 -2.20331 2.37163 0.3 -0.2 0.1
H 2.54232 -2.48262 2.08486 -0.3 -0.1 0.1
```
Forces are in eV/Å.

- Orbital gap: 4.8 eV
- Molar mass: 617.2 g mol⁻¹
- Highest occupied orbital energy: -0.705 hartree
- Multiplicity: 1
- Relative energy (zero: lowest compared OMol25 entry of this formula, charge and spin): 0.0 kcal per mole
- LUMO energy: -14.368 eV
- F_max: 2.11 eV Å⁻¹
- E_tot: -132715.89140 eV
- Net charge: +4

Atomic partial charges in e from the Löwdin method, atoms 1 to 6: number 1, Sn, carries 0.76; number 2, P, carries 0.72; number 3, P, carries 0.76; number 4, P, carries 0.75; number 5, H, carries 0.04; number 6, C, carries -0.09

=====

Record 3
Below is a 2-piece molecular cluster, C4H2O2P overall, with properties calculated with wB97M-V/def2-TZVPD.

XYZ file:
```
9
Properties=species:S:1:pos:R:3:forces:R:3
C -0.03822 2.62982 0.22122 0.7 0.6 0.0
C 2.36958 -1.95470 -0.18018 -0.4 -1.9 -0.8
C -0.81959 1.67713 0.18521 -1.1 -1.8 -0.3
C 2.09222 -0.82595 0.07480 -1.8 4.8 -0.2
O -2.86998 0.46195 1.33545 -0.6 -0.8 1.0
O -2.52104 0.10262 -1.23095 0.0 -0.8 -0.5
P -2.12574 0.55747 0.09479 1.2 2.7 -0.3
H 1.63345 0.31582 0.07072 1.6 -3.4 0.4
H 2.27933 -2.96417 -0.57109 0.6 0.6 0.6
```
Forces are in eV/Å.

- Orbital gap: 9.0 eV
- Molar mass: 113.0 g mol⁻¹
- Highest occupied orbital energy: -0.200 hartree
- Multiplicity: 1
- Relative energy (zero: lowest compared OMol25 entry of this formula, charge and spin): 40.4 kcal per mole
- LUMO energy: 3.594 eV
- F_max: 5.12 eV Å⁻¹
- E_tot: -17561.50793 eV
- Net charge: -1

Atomic partial charges in e from the Löwdin method, atoms 1 to 6: number 1, C, carries -0.21; number 2, C, carries -0.08; number 3, C, carries -0.48; number 4, C, carries -0.06; number 5, O, carries -0.34; number 6, O, carries -0.35

=====

Record 4
Below is C21H17Cl5N9RhS2 as an isolated structure, with properties calculated with wB97M-V/def2-TZVPD.

XYZ file:
```
55
Properties=species:S:1:pos:R:3:forces:R:3
Rh 0.14964 0.00807 0.77056 -0.1 0.4 -0.1
Cl 2.41122 1.37163 3.52986 0.1 0.0 0.0
C 0.82638 1.97527 3.20616 0.0 0.0 0.0
C 0.03994 1.42976 2.20009 0.0 0.0 0.1
C -1.26686 1.87399 2.15549 0.1 0.0 0.0
Cl -2.26753 0.97005 1.01748 0.2 -0.3 0.0
C -1.81453 2.86698 2.94210 0.0 0.0 0.0
Cl -3.45010 3.33042 2.75901 0.0 0.0 0.0
C -0.97796 3.46268 3.88651 0.0 -0.1 0.0
Cl -1.57468 4.71951 4.87497 0.0 0.0 0.0
C 0.33399 2.99956 4.02931 -0.1 0.0 0.0
Cl 1.33395 3.69276 5.23216 0.0 0.0 0.0
C -1.37006 3.51671 -2.53090 0.0 0.1 0.0
N -1.65598 2.08493 -2.56661 0.0 0.0 0.0
C -2.67980 1.50140 -3.28244 0.0 0.0 0.0
C -2.65739 0.18965 -3.01687 0.0 0.0 0.0
N -1.59931 -0.04578 -2.12989 -0.1 0.1 0.2
C -0.99483 1.15670 -1.86503 0.0 -0.1 -0.1
S 0.36003 1.57638 -0.90190 0.0 0.0 0.0
C -1.26365 -1.35464 -1.66345 0.2 -0.1 -0.2
C -1.97526 -2.45190 -2.13621 0.0 0.1 -0.1
C -1.57832 -3.71982 -1.75815 0.0 0.0 0.0
C -0.47526 -3.87157 -0.93351 0.0 0.0 0.0
C 0.14581 -2.73114 -0.47918 0.0 0.0 0.0
N -0.24511 -1.49084 -0.81679 -0.2 0.0 0.3
H -1.92279 3.99199 -3.33553 0.0 0.0 0.0
H -0.30687 3.68867 -2.67400 0.0 0.0 0.0
H -1.67939 3.93104 -1.57261 0.0 0.0 0.0
H -3.33380 2.07394 -3.91588 0.0 0.0 0.0
H -3.29123 -0.58399 -3.39904 0.0 0.0 0.0
H -2.82008 -2.34428 -2.79474 0.0 0.0 0.0
H -2.12355 -4.58191 -2.11765 0.0 0.0 0.0
H -0.12012 -4.84621 -0.63217 0.0 0.0 0.0
H 0.98736 -2.77856 0.20101 0.0 0.0 0.0
S 2.45395 -0.18003 0.72116 -0.1 -0.2 0.4
C 3.04900 -0.14291 -0.92000 0.0 0.0 -0.1
N 3.90422 0.87496 -1.16909 0.0 0.0 -0.1
C 4.59162 1.03118 -2.31726 0.0 0.1 0.1
C 4.42850 0.12797 -3.33080 0.0 -0.1 0.0
C 3.55857 -0.94435 -3.12571 0.0 0.0 0.0
C 2.87964 -1.08301 -1.93060 0.0 0.0 0.0
H 4.03034 1.54494 -0.41668 0.0 0.0 0.0
H 5.25365 1.88316 -2.37055 0.0 0.0 0.0
H 4.97791 0.24496 -4.25255 0.0 0.0 0.0
H 3.43136 -1.68706 -3.90251 0.0 0.0 0.0
H 2.23607 -1.93020 -1.75884 0.0 0.0 0.0
N -2.24241 -3.38322 4.03558 -0.1 -0.1 0.0
N -1.22570 -2.57476 3.58639 0.0 0.1 0.0
N -0.08444 -2.47566 4.22418 0.0 -0.1 0.1
C 0.61921 -1.71325 3.40444 0.0 0.0 -0.1
N -0.10184 -1.38822 2.32466 0.0 0.2 -0.1
N -1.29074 -1.95325 2.45420 -0.1 -0.1 0.0
H -2.11031 -3.52670 5.03129 0.1 0.0 0.0
H -3.13403 -2.93896 3.84551 0.0 0.0 0.0
H 1.63158 -1.39704 3.58508 0.0 0.0 0.0
```
Forces are in eV/Å.

- Orbital gap: 7.2 eV
- Molar mass: 739.7 g mol⁻¹
- Highest occupied orbital energy: -0.498 hartree
- Multiplicity: 1
- Relative energy (zero: lowest compared OMol25 entry of this formula, charge and spin): 10.2 kcal per mole
- LUMO energy: -6.364 eV
- F_max: 0.44 eV Å⁻¹
- E_tot: -122740.86634 eV
- Net charge: +2

Atomic partial charges in e from the Löwdin method, atoms 1 to 6: number 1, Rh, carries 0.51; number 2, Cl, carries 0.68; number 3, C, carries -0.67; number 4, C, carries -0.37; number 5, C, carries -0.66; number 6, Cl, carries 0.75

=====

Record 5
Below is a 2-piece molecular cluster, C2H3F2N overall, with properties calculated with wB97M-V/def2-TZVPD.

XYZ file:
```
8
Properties=species:S:1:pos:R:3:forces:R:3
C 1.27650 -0.64866 0.00428 -0.9 -2.6 0.1
C 0.69422 0.45685 -0.08576 -2.7 0.6 0.6
N -1.60129 -0.11798 0.31077 1.0 1.0 -1.0
F -2.07673 0.26142 -0.93930 0.1 -0.4 0.5
F -2.10702 0.86723 1.09146 0.0 -0.1 0.2
H 2.27591 -0.75763 -0.25857 1.8 -0.5 -0.2
H 0.61329 -1.49095 0.16578 0.5 -0.5 0.2
H 0.92511 1.42972 -0.28867 0.2 2.5 -0.4
```
Forces are in eV/Å.

- Orbital gap (alpha / beta): 10.4 / 8.7 eV
- Molar mass: 79.0 g mol⁻¹
- Highest occupied orbital energy (alpha / beta): -0.383 / -0.335 hartree
- Multiplicity: 1
- Relative energy (zero: lowest compared OMol25 entry of this formula, charge and spin): 153.8 kcal per mole
- LUMO energy (alpha / beta): 0.012 / -0.398 eV
- F_max: 2.87 eV Å⁻¹
- E_tot: -9039.97089 eV
- Net charge: 0

Atomic partial charges in e from the Löwdin method, atoms 1 to 6: number 1, C, carries -0.08; number 2, C, carries 0.05; number 3, N, carries 0.05; number 4, F, carries -0.09; number 5, F, carries -0.06; number 6, H, carries 0.04